This record from the Open Molecules 2025 dataset describes C44H88IO33Tl as an isolated structure at a distorted geometry. The level of theory is the ωB97M-V functional and the def2-TZVPD basis.

Cartesian coordinates (Å):
H -2.094 2.952 7.507
O -0.056 0.616 4.783
H 1.860 0.783 4.266
H 0.559 6.130 -1.392
O 5.038 3.379 3.046
H -5.390 -4.985 3.118
H -3.991 -0.382 -8.066
H 7.251 2.300 3.973
O -2.298 4.550 -0.160
H -3.964 -5.911 -4.600
C 3.962 3.597 2.222
O 4.230 -3.309 -0.468
C -4.633 7.469 -1.975
H 7.238 0.495 0.295
C 7.245 3.373 3.779
H -0.079 5.341 -5.189
O 4.037 -0.318 -1.979
C 4.018 -3.612 -1.747
O -1.160 -0.312 -4.420
H 1.700 5.114 -5.483
C 5.093 0.288 -1.580
O 2.868 3.289 2.923
C -1.692 4.264 5.783
O 1.001 1.411 6.677
H -4.264 -6.559 4.582
H 2.833 -7.334 -0.198
H -5.001 3.600 4.682
H 6.834 -5.932 -3.558
C -5.336 2.862 6.751
O -3.091 -0.268 -5.648
C -2.648 -1.098 -6.702
H -6.299 3.341 6.926
H -6.063 2.321 4.901
H -0.420 3.338 7.390
O -1.519 -4.445 -2.201
H -3.780 -2.154 -8.178
H 1.341 3.130 1.452
H 0.488 4.812 -6.752
C -0.086 -4.917 2.724
H -2.885 -5.190 -5.790
H 1.415 -0.800 4.940
C -3.591 6.653 -2.611
H 3.396 -1.630 0.244
C 3.116 -2.683 0.272
C -0.444 -3.417 2.758
O -0.128 -2.679 -2.816
C 0.804 3.853 -1.723
C -3.628 -5.766 4.187
O -3.205 0.229 -3.593
C -2.355 -0.052 -4.550
H 4.321 4.675 -1.831
H -1.753 5.184 6.364
H -3.807 -3.307 -4.956
H -0.498 -4.031 -0.485
O 1.158 -4.892 2.061
O -3.909 2.283 2.752
H 2.124 5.473 -0.893
H 6.514 3.141 1.707
H 3.091 -3.014 1.311
O 5.362 1.593 -1.485
C 0.692 4.749 -5.683
H -1.864 0.604 2.048
C -1.300 3.130 6.781
H 4.284 -6.268 -0.172
H -4.349 8.476 -1.668
H -4.532 3.411 7.240
O -4.164 1.719 4.917
H 3.992 -7.538 1.059
H -3.182 2.884 0.294
H 6.422 4.786 2.422
H 1.075 -0.376 3.237
H -0.704 -3.019 1.777
O 4.937 -4.495 -2.129
C -4.348 -5.248 2.938
C -2.795 0.778 -2.301
O -3.455 -2.710 0.668
O -5.114 -4.234 0.544
H 3.712 2.201 -2.589
O -3.600 -4.173 2.317
O 3.046 -3.203 -2.368
C 3.530 -6.778 0.429
H 0.760 3.265 3.150
O 2.804 -5.803 1.042
C 4.881 -5.100 -3.420
C 1.106 -0.005 4.261
C 5.786 -6.230 -3.528
H -4.421 -6.063 2.218
C 7.378 -0.061 -0.632
H 5.578 -6.959 -2.745
H -4.756 -1.490 -0.446
H 0.200 -5.256 -1.642
C -3.764 1.523 3.723
C 1.538 3.546 2.440
H 0.368 -2.810 3.157
I 0.574 0.035 -0.366
C -3.112 -5.243 -4.725
H -5.129 7.001 -1.124
O 6.122 -0.506 -1.203
C -3.919 -1.311 -7.501
H -3.070 -1.409 -0.867
H -1.278 -5.620 -0.614
H -3.944 -3.843 -3.301
H 0.747 5.091 0.023
C -2.805 4.755 -1.378
C 4.364 2.521 -1.776
H -4.002 5.930 -3.314
C -0.693 -4.872 -1.150
H 5.402 4.065 -2.974
C -3.279 -3.839 -4.164
O 0.469 1.835 -3.592
H 1.513 3.049 -1.526
H -2.695 4.045 5.418
H -0.194 3.592 -1.370
O -2.040 -3.186 -3.987
H -1.780 -0.682 -7.215
H -4.756 -1.559 -6.847
C -4.117 -3.815 1.106
O 0.844 3.997 -3.132
C 5.020 3.852 -1.976
C -2.144 3.217 0.302
H -1.584 2.505 -0.305
H 8.303 3.538 3.572
C -3.851 -2.091 -0.530
H -3.479 -5.057 5.001
H 1.491 4.617 2.246
Tl 1.802 -0.800 -3.963
C 0.009 1.320 5.898
H -3.903 -2.885 -1.275
O -2.994 0.403 3.754
H -5.438 1.851 7.145
C -2.449 -0.151 2.573
H -0.839 -5.404 2.105
O 3.977 3.997 1.042
H -2.608 0.000 -1.561
C 1.064 5.244 -1.008
H -3.208 -0.648 1.969
C 0.504 2.977 -3.947
O -2.844 6.058 -1.540
H -2.649 -6.172 3.932
H -5.320 7.710 -2.787
C -5.087 2.668 5.240
H -1.809 3.245 1.339
O -3.261 3.888 -2.137
H 3.851 -5.385 -3.632
H 7.857 -0.988 -0.315
C -1.159 -3.380 -2.974
O -1.146 1.961 5.977
C 6.281 3.720 2.601
H -3.505 1.471 -1.848
H 6.930 3.916 4.670
C 1.734 -6.076 1.823
H 5.536 -6.826 -4.406
H -2.312 -5.837 -4.283
H 3.724 2.686 -0.910
H -1.756 -0.908 2.941
O 1.385 -7.185 2.175
H -1.921 1.411 -2.461
H -2.921 7.235 -3.244
H 5.206 -4.357 -4.149
O 0.411 3.368 -5.220
H -0.042 -5.454 3.671
H 5.787 3.997 -1.214
H 2.154 -2.921 -0.182
H -1.024 4.368 4.928
H 8.014 0.603 -1.217
H -1.289 -3.348 3.442
H -2.288 -2.072 -6.373

spin multiplicity	1
total charge	+2
E_tot	-127396.951	eV
gap between HOMO and LUMO	2.25	eV